[1]
DFT (the ωB97M-V functional and the def2-TZVPD basis) results for a structure of composition C18H10Cl4N4NdO3S2.

XYZ file:
```
42
Properties=species:S:1:pos:R:3:mulliken_charge:R:1
Nd 0.464 0.410 0.226 1.087
C 0.558 -1.876 3.911 -1.276
C -0.166 -0.825 3.125 1.048
O 0.421 0.143 2.627 -0.727
N -1.499 -0.988 3.043 -0.030
C -2.405 -0.163 2.249 -0.896
C -2.799 -0.893 0.988 0.745
C -3.965 -1.646 0.930 -0.800
C -4.217 -2.404 -0.201 -0.295
C -3.294 -2.385 -1.233 -0.793
C -2.174 -1.583 -1.104 -0.206
N -1.932 -0.845 -0.025 0.227
H 1.509 -1.480 4.255 0.332
H 0.752 -2.721 3.248 0.118
H -0.035 -2.223 4.757 0.434
H -1.859 -1.875 3.358 0.261
H -1.901 0.779 2.013 -0.114
H -3.284 0.066 2.850 0.490
H -4.656 -1.630 1.762 0.422
H -5.117 -3.001 -0.275 0.391
H -3.441 -2.970 -2.130 0.401
H -1.449 -1.511 -1.904 0.422
Cl 4.057 -5.449 1.172 -0.229
C 3.583 -3.869 0.674 0.163
C 4.530 -2.986 0.150 0.264
Cl 6.157 -3.525 -0.056 -0.220
C 4.148 -1.705 -0.223 0.206
Cl 5.295 -0.598 -0.894 -0.213
C 2.835 -1.245 -0.072 0.559
O 2.470 -0.019 -0.397 -0.907
C 1.843 -2.163 0.449 -0.480
O 0.591 -1.759 0.539 -0.421
C 2.257 -3.446 0.796 0.269
Cl 1.040 -4.568 1.326 -0.204
S -0.541 2.826 1.199 -0.469
C -1.442 3.464 -0.163 0.588
C -2.168 4.668 0.121 -0.169
N -2.730 5.640 0.381 -0.523
C -1.525 2.937 -1.417 0.639
S -0.739 1.505 -2.043 -0.424
C -2.353 3.610 -2.379 -0.148
N -3.033 4.125 -3.152 -0.523
```

Values from the calculation:
Relative energy (zero: lowest compared OMol25 entry of this formula, charge and spin) ... 4.00 kcal per mole
Net charge ... -1
Energy ... -117974.919 eV
HOMO-LUMO gap (alpha / beta) ... 6.6 / 6.6 eV
HOMO (alpha / beta) ... -0.171 / -0.171 hartree
Spin multiplicity ... 4

---

[2]
DFT (the ωB97M-V functional and the def2-TZVPD basis) results for a structure of composition C18H10ClF2NO5S2V.

XYZ file:
```
40
Properties=species:S:1:pos:R:3:mulliken_charge:R:1
V -1.331 -0.359 -0.639 -0.325
F 0.783 -5.139 1.113 -0.382
C 0.133 -3.959 1.375 0.428
C -0.093 -3.058 0.366 -0.315
C -0.754 -1.842 0.634 0.268
C -1.157 -1.598 1.974 -0.149
C -0.910 -2.556 2.939 0.532
F -1.300 -2.352 4.241 -0.376
C -0.266 -3.748 2.684 -0.872
C -1.776 -0.272 2.190 0.508
C -2.316 0.234 3.361 -0.719
C -2.843 1.522 3.399 -0.441
C -2.811 2.294 2.233 -0.839
C -2.276 1.752 1.094 -0.163
N -1.776 0.484 1.038 0.330
H 0.228 -3.303 -0.641 0.485
H -0.086 -4.474 3.465 0.451
H -2.323 -0.391 4.242 0.475
H -3.265 1.916 4.316 0.383
H -3.197 3.306 2.212 0.351
H -2.242 2.303 0.163 0.418
Cl 5.834 2.199 -4.402 -0.273
C 4.506 1.900 -3.285 0.504
C 3.551 0.956 -3.608 -0.696
C 2.507 0.723 -2.716 -0.333
C 2.428 1.424 -1.524 -0.118
C 3.393 2.369 -1.226 -0.173
C 4.443 2.619 -2.106 -0.624
C 1.275 1.170 -0.539 0.373
O 1.280 1.784 0.515 -0.733
O 0.428 0.337 -0.994 -0.396
H 3.619 0.413 -4.542 0.396
H 1.731 0.000 -2.934 0.441
H 3.302 2.903 -0.288 0.446
H 5.202 3.358 -1.882 0.380
O -2.482 0.884 -2.296 -0.586
S -2.787 -0.549 -2.602 1.082
O -1.455 -1.256 -2.620 -0.527
O -3.561 -0.746 -3.810 -0.718
S -3.633 -1.246 -0.900 -0.495
```

Values from the calculation:
Relative energy (zero: lowest compared OMol25 entry of this formula, charge and spin) ... 1.98 kcal per mole
Net charge ... -2
Energy ... -95875.485 eV
HOMO-LUMO gap (alpha / beta) ... 4.1 / 6.0 eV
HOMO (alpha / beta) ... -0.001 / -0.071 hartree
Spin multiplicity ... 4

---

[3]
DFT (the ωB97M-V functional and the def2-TZVPD basis) results for a structure of composition C18H10N3O6Pd.

XYZ file:
```
38
Properties=species:S:1:pos:R:3:mulliken_charge:R:1
Pd 0.481 -1.086 -0.165 1.169
O -1.146 5.374 -1.078 -0.724
C -0.570 4.955 -0.073 0.375
O -0.142 5.525 0.931 -0.724
C -0.320 3.399 -0.083 -0.586
C -0.743 2.641 -1.170 -0.247
C -0.455 1.279 -1.198 -0.066
N 0.253 0.748 -0.179 -0.538
C 0.609 1.431 0.929 -0.066
C 0.335 2.795 0.986 -0.248
C 1.246 0.597 1.919 0.736
C 1.734 1.053 3.151 -0.611
C 2.300 0.169 4.038 -0.356
C 2.358 -1.193 3.693 -0.779
C 1.877 -1.585 2.465 -0.219
N 1.351 -0.735 1.582 0.026
C -0.815 0.306 -2.199 0.739
C -1.529 0.594 -3.370 -0.608
C -1.846 -0.413 -4.249 -0.364
C -1.460 -1.728 -3.939 -0.773
C -0.750 -1.955 -2.782 -0.225
N -0.409 -0.984 -1.934 0.025
H -1.279 3.140 -1.963 0.588
H 0.617 3.411 1.826 0.582
H 1.650 2.102 3.388 0.383
H 2.685 0.509 4.988 0.439
H 2.766 -1.917 4.379 0.391
H 1.908 -2.628 2.167 0.466
H -1.828 1.614 -3.560 0.385
H -2.390 -0.203 -5.158 0.437
H -1.721 -2.547 -4.590 0.391
H -0.434 -2.957 -2.513 0.466
O 0.053 -5.164 0.351 -0.626
C 0.005 -3.965 0.285 0.405
O 0.769 -3.104 -0.166 -0.638
C -1.483 -3.280 0.986 0.521
O -2.206 -4.136 1.414 -0.640
O -1.471 -2.064 0.888 -0.483
```

Values from the calculation:
Net charge ... -1
Energy ... -39065.871 eV
HOMO-LUMO gap (alpha / beta) ... 4.6 / 4.6 eV
HOMO (alpha / beta) ... -0.134 / -0.134 hartree

---

[4]
DFT (the ωB97M-V functional and the def2-TZVPD basis) results for a structure of composition C18H11BrCl3N4O2PtSe2.

XYZ file:
```
42
Properties=species:S:1:pos:R:3:mulliken_charge:R:1
Pt -0.362 0.034 0.120 0.885
Se 0.589 2.125 2.325 -0.045
Se -0.262 0.621 3.836 0.036
C -1.713 -0.151 2.855 0.589
C -2.722 -0.677 3.655 -0.775
C -3.809 -1.291 3.071 -0.243
C -3.894 -1.335 1.689 -0.997
C -2.878 -0.780 0.953 0.071
N -1.791 -0.201 1.514 0.015
C 2.113 1.074 1.812 0.271
C 3.396 1.519 2.076 -0.680
C 4.457 0.716 1.680 -0.249
C 4.193 -0.492 1.062 -0.837
C 2.872 -0.848 0.839 -0.241
N 1.846 -0.076 1.196 0.101
H -2.643 -0.587 4.730 0.364
H -4.590 -1.717 3.686 0.423
H -4.727 -1.802 1.185 0.440
H -2.898 -0.793 -0.126 0.566
H 3.558 2.464 2.575 0.415
H 5.477 1.025 1.870 0.438
H 4.991 -1.152 0.752 0.446
H 2.615 -1.787 0.359 0.439
Br 1.541 2.524 -1.422 -0.015
C 1.416 0.814 -2.181 0.350
C 2.062 0.575 -3.378 -0.649
C 2.011 -0.701 -3.914 -0.387
C 1.347 -1.701 -3.227 -0.605
C 0.730 -1.395 -2.034 0.553
N 0.742 -0.142 -1.528 0.156
C 0.069 -2.464 -1.197 0.239
O 0.220 -3.624 -1.501 -0.664
O -0.597 -2.001 -0.185 -0.791
H 2.598 1.375 -3.866 0.460
H 2.510 -0.911 -4.851 0.449
H 1.296 -2.724 -3.572 0.546
Cl -3.482 1.920 -3.659 -0.078
C -3.627 2.542 -2.018 0.697
Cl -5.033 1.853 -1.211 -0.077
Cl -3.691 4.294 -2.010 -0.074
C -2.429 2.109 -1.268 -0.204
N -1.501 1.768 -0.691 -0.339
```

Values from the calculation:
Relative energy (zero: lowest compared OMol25 entry of this formula, charge and spin) ... 10.22 kcal per mole
Net charge ... +1
Energy ... -270442.383 eV
HOMO-LUMO gap ... 7.8 eV
HOMO ... -0.405 hartree

---

[5]
DFT (the ωB97M-V functional and the def2-TZVPD basis) results for a structure of composition C18H12Br2N3O6Ti.

XYZ file:
```
42
Properties=species:S:1:pos:R:3:mulliken_charge:R:1
Ti -0.014 -0.237 -0.573 0.005
O -4.106 0.193 -0.027 -0.450
C -2.844 -0.160 -0.046 0.870
O -1.952 0.589 -0.505 -0.362
C -2.438 -1.432 0.486 -0.085
C -3.216 -2.379 1.082 -0.499
C -2.619 -3.567 1.568 -0.941
C -1.268 -3.730 1.416 -0.803
C -0.491 -2.738 0.791 0.646
N -1.071 -1.564 0.323 0.344
C 0.879 -2.689 0.519 0.915
O 1.803 -3.598 0.788 -0.502
O 1.289 -1.616 -0.056 -0.383
H -4.211 1.056 -0.456 0.381
H -4.280 -2.208 1.177 0.572
H -3.222 -4.325 2.043 0.454
H -0.790 -4.633 1.779 0.273
H 1.416 -4.395 1.173 0.293
Br 2.624 2.647 -0.062 -0.071
C 2.116 2.123 -1.801 0.249
C 2.723 2.798 -2.846 -0.669
C 2.422 2.422 -4.143 -0.320
C 1.534 1.380 -4.343 -0.900
C 0.972 0.771 -3.242 0.783
N 1.237 1.131 -1.965 0.033
C 0.010 -0.382 -3.449 0.393
O -0.238 -0.766 -4.560 -0.624
O -0.467 -0.878 -2.336 -0.306
H 3.422 3.593 -2.632 0.432
H 2.883 2.931 -4.978 0.452
H 1.260 1.017 -5.322 0.515
Br 1.111 3.146 5.295 -0.091
C 0.789 2.231 3.693 0.165
C 1.517 1.095 3.376 -0.736
C 1.248 0.455 2.184 -0.297
N 0.319 0.882 1.316 0.347
C -0.377 1.981 1.641 -0.336
C -0.179 2.684 2.810 -0.740
H 2.279 0.714 4.040 0.475
H 1.810 -0.424 1.899 0.511
H -1.116 2.313 0.924 0.548
H -0.763 3.567 3.023 0.460
```

Values from the calculation:
Net charge ... +1
Energy ... -198814.701 eV
HOMO-LUMO gap (alpha / beta) ... 5.8 / 5.8 eV
HOMO (alpha / beta) ... -0.357 / -0.357 hartree

---

[6]
DFT (the ωB97M-V functional and the def2-TZVPD basis) results for a structure of composition C18H12BrF6N2O2PdS.

XYZ file:
```
43
Properties=species:S:1:pos:R:3:mulliken_charge:R:1
Pd 0.893 -0.742 0.004 0.465
C -5.283 0.620 0.743 -1.185
C -4.348 1.759 0.455 0.583
C -4.840 3.089 0.155 -0.624
C -3.878 4.023 -0.186 -0.571
C -2.518 3.690 -0.130 1.068
C -1.542 4.579 -0.606 -0.672
C -0.199 4.179 -0.648 -0.802
C 0.200 2.963 -0.072 -0.453
C -0.718 2.067 0.457 0.380
S -0.069 0.808 1.440 -0.286
C -2.129 2.388 0.316 -0.145
N -3.060 1.412 0.449 -0.015
H -5.832 0.815 1.695 0.270
H -4.722 -0.338 0.789 0.208
H -6.065 0.608 -0.034 0.349
H -5.920 3.298 0.188 0.356
H -4.152 5.043 -0.533 0.300
H -1.822 5.584 -0.940 0.289
H 0.538 4.853 -1.018 0.394
H 1.249 2.665 -0.085 0.409
F -1.241 -2.794 -0.370 -0.185
C -1.207 -1.458 -0.034 0.378
F -1.789 -1.284 1.177 -0.240
F -1.956 -0.787 -0.949 -0.274
Br 1.037 -2.787 -2.748 -0.096
C 1.720 -3.490 -1.118 0.224
C 2.178 -4.857 -1.105 -0.567
C 2.905 -5.286 -0.006 -0.163
C 2.918 -4.480 1.136 -0.593
C 2.461 -3.199 1.093 -0.413
N 1.813 -2.698 -0.041 0.011
H 2.093 -5.511 -1.967 0.349
H 3.469 -6.205 0.029 0.382
H 3.335 -4.838 2.084 0.335
H 2.597 -2.464 1.898 0.434
F 5.923 -1.415 -0.664 -0.287
C 5.371 -0.165 -0.480 0.715
F 6.332 0.490 0.188 -0.277
F 5.390 0.433 -1.707 -0.263
C 3.963 -0.178 0.228 0.549
O 2.930 -0.034 -0.539 -0.700
O 3.974 -0.357 1.454 -0.639
```

Values from the calculation:
Relative energy (zero: lowest compared OMol25 entry of this formula, charge and spin) ... 0.00 kcal per mole
Net charge ... -1
Energy ... -126599.378 eV
HOMO-LUMO gap (alpha / beta) ... 5.6 / 6.4 eV
HOMO (alpha / beta) ... -0.108 / -0.179 hartree
Spin multiplicity ... 3

---

[7]
DFT (the ωB97M-V functional and the def2-TZVPD basis) results for a structure of composition C18H12N2O4RuS4.

XYZ file:
```
41
Properties=species:S:1:pos:R:3:mulliken_charge:R:1
Ru 0.108 0.652 -0.188 0.536
C -4.068 3.256 3.027 -1.002
O -3.020 2.582 2.356 -0.329
C -2.135 1.899 3.118 0.883
C -2.107 1.909 4.492 -0.624
C -1.140 1.165 5.190 -0.868
C -0.215 0.433 4.504 -1.053
C -0.202 0.417 3.089 0.685
C 0.776 -0.428 2.461 -0.298
N 0.980 -0.487 1.190 0.455
N 1.943 -1.377 0.730 -1.079
C 2.026 -1.309 -0.568 0.884
O 1.279 -0.547 -1.315 -0.938
C 3.026 -2.160 -1.258 0.426
C 3.997 -2.849 -0.535 -0.285
C 4.923 -3.637 -1.197 -0.609
C 4.885 -3.746 -2.582 -0.379
C 3.918 -3.060 -3.303 -0.571
C 2.992 -2.267 -2.645 -0.423
C -1.171 1.151 2.374 0.838
O -1.286 1.200 1.069 -0.762
H -4.721 3.643 2.251 0.235
H -3.687 4.086 3.627 0.385
H -4.631 2.573 3.668 0.397
H -2.828 2.491 5.047 0.405
H -1.138 1.179 6.271 0.390
H 0.528 -0.152 5.032 0.343
H 1.389 -1.073 3.085 0.384
H 4.014 -2.758 0.541 0.423
H 5.679 -4.168 -0.633 0.378
H 5.609 -4.363 -3.097 0.382
H 3.886 -3.143 -4.382 0.389
H 2.237 -1.723 -3.196 0.390
O -0.783 7.217 -0.861 -0.507
C -0.576 6.042 -0.830 0.562
S -1.555 4.847 -1.716 -0.116
C -0.697 3.435 -1.170 0.239
C 0.348 3.656 -0.278 0.361
S 1.326 2.373 0.217 -0.254
S 0.697 5.301 0.174 -0.124
S -1.010 1.909 -1.789 -0.154
```

Values from the calculation:
Relative energy (zero: lowest compared OMol25 entry of this formula, charge and spin) ... 4.55 kcal per mole
Energy ... -75954.029 eV
HOMO-LUMO gap (alpha / beta) ... 5.9 / 5.9 eV
HOMO (alpha / beta) ... -0.297 / -0.297 hartree

---

[8]
DFT (the ωB97M-V functional and the def2-TZVPD basis) results for the ion C18H12NO3 with charge -1.

XYZ file:
```
34
Properties=species:S:1:pos:R:3:mulliken_charge:R:1
C 1.640 2.021 -5.087 -0.758
O 2.618 1.905 -4.028 -0.470
C 2.101 1.752 -2.769 1.020
C 0.722 1.645 -2.491 -0.534
C 0.312 1.437 -1.184 -0.734
C 1.196 1.343 -0.117 0.057
C 0.464 1.256 1.238 0.926
C -0.648 2.190 1.280 0.059
N -1.295 3.127 1.523 -0.714
C -0.024 -0.137 1.540 -0.386
C -0.558 -1.117 0.577 0.868
O -0.462 -1.210 -0.640 -0.749
C -1.343 -2.089 1.442 -0.104
C -2.130 -3.155 1.049 -0.293
C -2.818 -3.872 2.018 -0.436
C -2.731 -3.485 3.388 -0.400
C -1.951 -2.390 3.759 -0.360
C -1.251 -1.708 2.786 0.273
C -0.399 -0.491 2.908 -0.445
O -0.074 0.110 3.961 -0.797
C 2.589 1.439 -0.394 -0.446
C 3.023 1.655 -1.700 -0.675
H 2.201 2.199 -6.008 0.231
H 1.056 1.082 -5.177 0.313
H 0.951 2.871 -4.898 0.296
H -0.043 1.733 -3.257 0.288
H -0.763 1.375 -1.013 0.212
H 1.055 1.625 2.118 0.405
H -2.198 -3.399 -0.010 0.428
H -3.445 -4.718 1.748 0.362
H -3.295 -4.040 4.145 0.344
H -1.885 -2.047 4.795 0.427
H 3.303 1.338 0.427 0.414
H 4.078 1.755 -1.929 0.377
```

Values from the calculation:
Net charge ... -1
Energy ... -26494.073 eV
HOMO-LUMO gap ... 6.8 eV
HOMO ... -0.146 hartree
Structure (SMILES) ... COc1ccc([C@@H](C#N)C2=C([O-])c3ccccc3C2=O)cc1

---

Maximum force, record by record: 2.153; 1.972; 6.208; 1.516; 0.358; 3.035; 0.627; 2.809 eV/A